The following is a DFT calculation (ωB97M-V/def2-TZVPD) of one molecule with the formula C6H16N2 in a non-equilibrium geometry.

Atoms and positions in Å:
C: 2.855 -1.657 0.526
N: 1.930 -0.597 0.095
C: 0.520 -0.998 0.368
C: -0.455 -0.273 -0.619
N: -1.422 -1.200 -1.201
C: -1.209 0.867 0.097
C: -2.218 1.560 -0.783
C: -0.182 1.867 0.670
H: 2.896 -2.446 -0.222
H: 2.708 -2.020 1.550
H: 3.875 -1.250 0.534
H: 2.091 0.168 0.748
H: 0.242 -0.699 1.389
H: 0.348 -2.070 0.347
H: 0.106 0.173 -1.439
H: -0.989 -1.916 -1.772
H: -2.043 -1.613 -0.513
H: -1.735 0.410 0.939
H: -2.723 2.372 -0.263
H: -2.953 0.864 -1.191
H: -1.743 1.933 -1.700
H: 0.420 2.261 -0.143
H: 0.419 1.539 1.515
H: -0.738 2.727 1.066

The HOMO energy is -8.686 eV. The calculation puts the molar mass at 116.2 Da. The spin multiplicity is 1. The total energy comes out at -347.6941 a.u. For the LUMO energy, the calculation gives 1.1 eV. The HOMO-LUMO gap is 9.758 eV.

The following is a DFT calculation (ωB97M-V/def2-TZVPD) of a 16-piece molecular cluster, C16H58F6N29O19S2 overall in a non-equilibrium geometry.

Atoms and positions in Å:
C: 0.789 2.140 0.564
F: 1.941 1.752 0.069
F: 0.770 2.494 1.883
F: 0.510 3.209 -0.188
S: -0.543 0.696 0.394
O: -0.661 0.071 1.755
O: -1.777 1.348 0.008
N: 0.142 -0.324 -0.814
S: -0.994 -1.409 -0.983
O: -1.658 -1.946 0.210
O: -1.816 -0.984 -2.093
C: 0.032 -3.031 -1.468
F: -0.831 -4.018 -1.763
F: 0.907 -2.746 -2.433
F: 0.649 -3.451 -0.402
C: -0.505 -3.025 4.344
O: -1.564 -3.238 4.933
N: -0.490 -2.355 3.185
N: 0.612 -3.601 4.693
H: -1.429 -2.097 2.916
H: 0.301 -1.995 2.671
H: 1.417 -3.410 4.113
H: 0.593 -4.151 5.540
C: 1.784 5.254 3.462
O: 2.091 4.408 4.285
N: 2.525 6.162 2.829
N: 0.581 5.224 2.947
H: 3.502 6.392 2.943
H: 2.055 6.518 2.009
H: 0.620 5.291 1.940
H: 0.092 4.463 3.397
C: -0.741 -1.084 -5.751
O: -1.535 -0.127 -5.503
N: -0.831 -1.693 -6.986
N: -0.055 -1.715 -4.902
H: -0.383 -2.566 -7.226
H: -1.543 -1.322 -7.599
H: 0.199 -1.209 -4.066
H: 0.350 -2.623 -5.081
C: -3.660 -0.481 3.190
O: -3.867 -1.649 3.537
N: -3.047 0.297 4.012
N: -3.846 0.183 2.080
H: -2.757 1.212 3.699
H: -2.918 -0.119 4.923
H: -3.701 1.180 2.154
H: -4.346 -0.148 1.268
C: -2.921 2.467 -3.708
O: -3.321 3.391 -3.046
N: -3.353 2.101 -4.894
N: -2.014 1.673 -3.313
H: -3.086 1.143 -5.070
H: -4.297 2.344 -5.156
H: -1.784 1.680 -2.330
H: -1.718 0.973 -3.978
C: -1.951 -7.603 -3.313
O: -1.594 -8.168 -4.260
N: -2.618 -8.292 -2.372
N: -1.626 -6.341 -3.025
H: -2.665 -9.267 -2.632
H: -3.023 -7.777 -1.603
H: -1.561 -6.161 -2.033
H: -0.990 -5.950 -3.705
C: -2.696 4.720 0.916
O: -2.594 5.793 1.476
N: -2.774 4.511 -0.374
N: -2.707 3.510 1.385
H: -2.802 5.461 -0.716
H: -2.826 3.609 -0.826
H: -2.503 3.324 2.356
H: -3.073 2.777 0.794
C: 3.271 -1.282 1.947
O: 3.309 -1.400 3.169
N: 3.653 -0.164 1.415
N: 3.223 -2.263 1.146
H: 4.085 0.486 2.056
H: 3.791 -0.031 0.424
H: 3.184 -3.190 1.544
H: 3.127 -2.119 0.151
C: 2.103 0.556 -3.480
O: 2.876 0.864 -4.301
N: 0.850 0.871 -3.507
N: 2.367 0.041 -2.355
H: 0.304 1.294 -4.243
H: 0.274 0.645 -2.709
H: 3.333 -0.208 -2.196
H: 1.572 -0.099 -1.748
C: 4.957 3.501 0.405
O: 6.013 3.242 -0.056
N: 4.629 3.377 1.674
N: 3.993 3.949 -0.272
H: 5.239 3.264 2.470
H: 3.746 3.767 1.973
H: 4.221 3.926 -1.256
H: 3.014 3.834 -0.056
C: 0.417 0.970 6.019
O: 0.935 0.250 6.874
N: 0.998 1.335 4.915
N: -0.706 1.551 6.262
H: 0.873 2.241 4.487
H: 1.720 0.737 4.539
H: -1.114 2.184 5.589
H: -1.104 1.459 7.186
C: -1.716 -5.779 1.094
O: -2.096 -6.914 0.877
N: -0.547 -5.560 1.645
N: -2.442 -4.713 0.904
H: -0.178 -4.639 1.831
H: 0.100 -6.305 1.428
H: -3.380 -4.904 0.583
H: -2.128 -3.787 1.156
C: 0.409 6.802 -0.490
O: 1.150 6.239 0.310
N: -0.114 6.337 -1.682
N: -0.346 7.766 -0.173
H: 0.178 5.396 -1.902
H: -0.727 6.902 -2.252
H: -1.082 8.170 -0.734
H: -0.206 8.072 0.779
C: 3.618 -4.892 -1.156
O: 2.970 -5.144 -0.116
N: 4.793 -5.427 -1.444
N: 3.175 -4.014 -2.096
H: 5.256 -4.705 -1.977
H: 5.236 -6.018 -0.755
H: 2.331 -3.491 -1.912
H: 3.619 -3.978 -3.003
O: -4.598 -0.345 -3.111
H: -4.955 0.384 -2.603
H: -3.933 -0.732 -2.542

The HOMO energy is -6.852 eV. The calculation puts the molar mass at 1138.9 Da. The spin multiplicity is 1. The total energy comes out at -5057.9032 a.u. Its total charge is -1. For the LUMO energy, the calculation gives 1.4 eV. The HOMO-LUMO gap is 8.255 eV.